# C7H8O

The molecule C7H8O (wB97M-V/def2-TZVPD, the OMol25 dataset).

Its structure (SMILES) is C1=C[C@H]2O[C@@H]2[C@@H]2C[C@H]12. The spin multiplicity is 1. The energy above the lowest of the compared OMol25 structures with the same formula, charge and spin is 108.9 kcal per mole. Its LUMO energy is 1.064 eV. The HOMO energy is -0.3402 Eh. The charge is 0.

XYZ file:
```
16
C7H8O | the OMol25 dataset | wB97M-V/def2-TZVPD
C -1.439 0.260 -0.358
C -0.972 -0.247 -1.514
C 0.437 -0.714 -1.307
O 1.763 -0.437 -1.700
C 1.198 0.379 -0.686
C 0.946 0.444 0.810
C 0.182 -0.587 1.569
C -0.608 0.465 0.912
H -2.429 0.724 -0.297
H -1.658 -0.449 -2.352
H 0.468 -1.648 -0.715
H 1.009 1.409 -1.031
H 1.579 1.144 1.352
H 0.155 -1.587 1.142
H 0.385 -0.443 2.642
H -1.015 1.286 1.532
```

# C11H23BBrN3O8S

A cluster of 3 separate species, C11H23BBrN3O8S in total (wB97M-V/def2-TZVPD, the OMol25 dataset).

Its structure (SMILES) is [H]/N=C/C[C@](OC(=O)Br)(B(O)O)S(C)(=O)=O.CN(C)C=O.CN(C)C=O. The spin multiplicity is 1. The energy above the lowest of the compared OMol25 structures with the same formula, charge and spin is 0.0 kcal per mole. Its LUMO energy is 0.111 eV. The HOMO energy is -0.3275 Eh. The charge is 0.

XYZ file:
```
48
C11H23BBrN3O8S | the OMol25 dataset | wB97M-V/def2-TZVPD
H 4.987 2.644 -0.052
N 4.183 2.276 -0.558
C 3.311 1.832 0.244
C 2.068 1.189 -0.310
C 0.740 1.619 0.388
O 1.111 2.632 1.366
C 0.131 3.307 1.997
O -0.826 2.853 2.514
Br 0.567 5.174 2.093
B 0.071 0.352 1.151
O 0.854 -0.286 2.089
O -1.165 -0.092 0.873
S -0.347 2.258 -0.923
C 0.486 3.702 -1.546
O -0.312 1.237 -1.942
O -1.616 2.661 -0.392
H 3.448 1.882 1.326
H 2.048 1.421 -1.370
H 2.190 0.107 -0.224
H 1.557 0.269 2.441
H -1.575 -0.512 1.647
H -0.309 4.383 -1.839
H 1.106 3.402 -2.386
H 1.111 4.158 -0.780
C -0.736 -3.517 5.083
N -1.394 -2.353 4.527
C -1.228 -1.061 5.173
C -2.154 -2.420 3.424
O -2.726 -1.461 2.928
H -1.077 -3.703 6.103
H 0.347 -3.378 5.096
H -0.966 -4.390 4.475
H -2.194 -0.662 5.483
H -0.775 -0.347 4.485
H -0.588 -1.180 6.044
H -2.219 -3.433 2.996
C -1.397 -0.856 -4.310
N -0.531 -1.672 -5.139
C -1.086 -2.798 -5.868
C 0.787 -1.422 -5.258
O 1.554 -2.077 -5.938
H -1.857 -1.459 -3.525
H -2.187 -0.403 -4.913
H -0.818 -0.067 -3.840
H -0.604 -3.727 -5.564
H -0.929 -2.676 -6.940
H -2.153 -2.859 -5.663
H 1.113 -0.549 -4.666
```